Record 1
59
Properties=species:S:1:pos:R:3 method="wB97M-V/def2-TZVPD" smiles="CCCCn1c(SCC(=O)N2C[C@H](C)C[C@H](C)C2)nc2cc(S(N)(=O)=O)ccc21" largest_force_ev_per_a=0.860 gap_ev=8.8166 de_lowest_ev=0.117 e_tot_ha=-2021.2787 homo_ev=-8.429
C -1.5393 -5.6580 -1.1186
C -1.6447 -4.2163 -0.6384
C -1.0289 -4.0432 0.7481
C -1.1778 -2.6143 1.2775
N -0.4847 -1.6610 0.4534
C -1.0267 -0.8405 -0.4996
N -0.1536 -0.1158 -1.1369
C 1.0582 -0.4502 -0.5991
C 2.3280 0.0413 -0.8719
C 3.3603 -0.4771 -0.1247
C 3.1863 -1.4461 0.8563
C 1.9293 -1.9434 1.1434
C 0.8697 -1.4339 0.4083
H 1.7825 -2.6870 1.9113
H 4.0589 -1.7804 1.3930
S 5.0062 0.1127 -0.4448
O 5.8745 -0.2533 0.6375
O 4.9556 1.4833 -0.8654
N 5.4325 -0.8355 -1.7734
H 5.4856 -0.2893 -2.6179
H 6.2892 -1.3378 -1.6072
H 2.5025 0.8026 -1.6124
S -2.7377 -0.7303 -0.7464
C -2.8070 0.5130 -2.0735
H -2.6539 -0.0152 -3.0150
H -3.8267 0.9018 -2.0425
C -1.7946 1.6606 -2.0564
O -1.1818 1.8871 -3.0800
N -1.7211 2.4488 -0.9680
C -2.4864 2.3485 0.2502
H -3.2746 1.6036 0.1554
C -1.5820 2.0163 1.4447
C -2.4030 1.9373 2.7271
H -3.1685 1.1685 2.6459
H -2.8908 2.8891 2.9262
H -1.7623 1.6981 3.5722
C -0.4776 3.0695 1.5411
C 0.2923 3.1667 0.2225
C 1.3816 4.2304 0.2875
H 2.0860 4.0020 1.0832
H 0.9497 5.2113 0.4774
H 1.9305 4.2683 -0.6494
C -0.6918 3.4685 -0.9113
H -0.1818 3.4756 -1.8748
H -1.1657 4.4436 -0.7471
H 0.7574 2.1984 0.0148
H 0.2077 2.8124 2.3513
H -0.9234 4.0402 1.7749
H -1.1144 1.0432 1.2640
H -2.9614 3.3227 0.4304
H -0.7757 -2.5466 2.2933
H -2.2339 -2.3305 1.2962
H 0.0309 -4.3041 0.7090
H -1.5177 -4.7194 1.4517
H -1.1326 -3.5639 -1.3490
H -2.6943 -3.9155 -0.6072
H -2.0620 -6.3266 -0.4381
H -1.9788 -5.7623 -2.1072
H -0.4980 -5.9681 -1.1718



Record 2
61
Properties=species:S:1:pos:R:3 method="wB97M-V/def2-TZVPD" largest_force_ev_per_a=8.493 charge=+1 gap_ev="7.0017 / 6.0299" e_tot_ha=-6141.1960 homo_ev="-10.109 / -10.149" s_squared=0.764 spin_multiplicity=2
Tc 0.0000 0.0000 0.0000
C -4.0949 -0.0103 3.0504
O -3.4038 0.6739 2.0028
C -2.2373 0.1898 1.5151
O -1.5743 0.7082 0.6225
N -1.7205 -0.9646 2.0252
N -0.5483 -1.2531 1.3760
H -4.9991 0.5580 3.2853
H -3.4741 -0.0583 3.9500
H -4.3915 -1.0107 2.7220
H -2.1316 -1.5279 2.7553
H -0.5407 -2.2757 0.8921
H 0.3364 -1.3635 2.0723
C 1.5316 2.1557 3.4471
As 1.2043 1.2822 1.7036
C 2.5725 -0.1143 1.9720
C 2.3080 2.3902 0.4815
C 2.8760 3.5858 0.9604
C 3.6373 4.4028 0.1264
C 3.8383 4.0502 -1.2025
C 3.2804 2.8777 -1.7056
C 2.5175 2.0283 -0.8834
As 1.7445 0.3796 -1.6638
C 3.2029 -0.1664 -2.8840
C 0.6575 1.2788 -3.0437
H 2.6186 2.2844 3.6271
H 1.1140 1.5159 4.2521
H 1.0209 3.1397 3.4731
H 3.5407 0.3502 2.2510
H 2.7039 -0.6970 1.0384
H 2.2449 -0.7971 2.7831
H 2.7361 3.9074 1.9781
H 4.0685 5.3190 0.5103
H 4.4256 4.6908 -1.8482
H 3.4505 2.6445 -2.7436
H 3.4795 0.6360 -3.5933
H 2.8557 -1.0362 -3.4792
H 4.0905 -0.4657 -2.2915
H 1.2715 1.9919 -3.6295
H -0.1691 1.8299 -2.5496
H 0.2296 0.5174 -3.7273
C 1.3672 -1.5187 0.1577
H 1.4374 -1.8445 1.2159
H 2.3593 -1.1602 -0.1854
H 1.0447 -2.3734 -0.4718
O -3.4570 -5.2194 -6.2692
C -4.2174 -4.2516 -5.7051
O -5.3995 -4.0971 -5.9555
C -3.4631 -3.4588 -4.7086
C -4.0708 -3.1646 -3.4855
C -3.3566 -2.4633 -2.5119
C -2.0482 -2.0539 -2.7715
S -1.1667 -1.2134 -1.5700
C -1.4506 -2.3200 -4.0026
C -2.1602 -3.0195 -4.9793
H -2.5887 -5.3164 -5.8308
H -5.0881 -3.4843 -3.2801
H -3.8234 -2.2409 -1.5553
H -0.4376 -1.9808 -4.2054
H -1.6920 -3.1963 -5.9421
H -0.3647 1.4079 -0.8171